# 1
Computed, not measured: a structure of composition C24H26N8OSSeSn at a distorted geometry, with ωB97M-V with the def2-TZVPD basis set.

E = -4456.9210 a.u.
Net charge = +2
Maximum force = 3.1 eV/A
Energy relative to the best compared isomer or geometry (same formula, charge and spin) = 0.00 kcal/mol
Frontier orbital gap = 7.986 eV

XYZ file:
```
62
Properties=species:S:1:pos:R:3:forces:R:3:lowdin_charge:R:1
Sn 0.893 0.025 -0.649 -0.5 0.3 0.3 1.34
Se 6.185 -0.396 5.165 -1.3 -0.3 -1.9 1.19
S -2.082 1.372 -1.078 -1.6 -0.4 0.2 0.93
O -1.465 0.325 -0.159 1.0 -0.4 0.2 -0.72
N -0.632 -3.881 -1.859 0.2 0.4 -0.3 0.14
N 0.041 -2.086 -0.771 -0.7 -0.9 -0.3 -0.01
N 6.135 -0.962 3.403 -0.1 0.8 0.8 -0.18
N 2.780 -1.157 0.001 0.0 -0.3 0.1 -0.05
N 0.927 -0.813 -3.076 -0.2 0.7 -1.2 -0.01
N -0.386 -1.996 -4.403 -0.6 -0.6 -0.2 0.13
N 0.996 -0.243 1.756 0.5 -0.7 -1.0 -0.01
N 4.458 0.132 5.069 0.3 -0.1 -0.3 -0.21
C 5.014 -1.731 -0.595 0.1 -0.8 -1.4 0.00
C -0.164 -2.618 -1.983 0.1 -0.1 1.2 -0.24
C 0.257 0.706 3.813 3.0 -0.3 -0.5 0.02
C -0.762 -4.154 -0.521 0.3 -0.8 0.4 -0.05
C 4.558 -0.945 1.561 -0.3 0.3 0.8 -0.08
C -4.543 1.225 1.530 0.5 -0.5 0.2 -0.09
C -3.865 0.962 -0.913 0.3 1.8 -0.3 -0.32
C -2.752 4.260 -2.105 1.6 -0.1 -0.5 -0.10
C 4.008 -0.095 3.854 0.3 0.5 1.2 -0.33
C 2.618 0.139 3.469 -0.6 -0.1 -0.8 -0.05
C -2.841 4.036 -0.612 -0.5 0.2 0.1 -0.28
C 5.470 -1.318 0.609 0.5 -0.2 0.3 0.03
C 3.217 -0.849 1.224 0.4 0.3 0.5 -0.16
C 0.118 -1.843 -3.174 0.5 -0.4 0.5 -0.32
C -0.365 -3.062 0.161 0.7 1.1 -0.7 -0.06
C 4.954 -0.649 2.925 0.5 -0.4 0.9 -0.33
C -2.002 2.886 -0.132 1.0 -0.3 0.2 -0.36
C 2.253 -0.337 2.186 0.0 0.9 0.9 -0.15
C 1.607 0.765 4.239 -0.4 -0.7 -0.1 0.07
C 0.045 -0.945 -5.174 1.5 0.5 1.4 -0.02
C 0.901 -0.210 -4.335 -1.4 -1.1 -0.5 -0.06
C 3.654 -1.655 -0.853 0.0 -0.4 -1.2 -0.10
C 0.049 0.180 2.549 -0.9 0.2 1.0 -0.13
C -4.448 0.338 0.322 0.4 -0.4 -0.5 -0.28
H 5.701 -2.159 -1.337 -0.4 0.4 0.2 0.14
H 3.254 -1.996 -1.812 0.1 0.2 0.2 0.12
H -0.934 -2.817 -4.679 0.2 0.8 -0.1 0.19
H -4.408 1.904 -1.110 0.3 -0.2 0.0 0.10
H -5.451 0.077 -0.074 0.3 -0.1 0.7 0.14
H -0.514 1.074 4.422 -1.0 0.4 0.6 0.11
H 6.508 -1.319 0.857 0.6 -0.1 0.1 0.13
H -2.196 2.570 0.875 -0.4 0.0 0.6 0.07
H -0.276 -2.929 1.228 0.0 0.1 -0.1 0.12
H -3.591 1.606 1.919 0.0 -0.6 0.0 0.06
H -0.218 -0.859 -6.205 0.0 0.1 -0.3 0.12
H -3.865 3.870 -0.289 -0.2 0.0 -0.1 0.10
H -3.032 3.356 -2.656 -0.1 0.2 -0.1 0.06
H -0.925 0.030 2.168 -1.0 0.3 -0.4 0.09
H -2.517 4.911 -0.063 0.1 0.3 0.1 0.12
H -0.685 -4.568 -2.596 -0.2 0.1 0.1 0.18
H 1.422 0.700 -4.592 0.1 -0.1 0.2 0.12
H -3.946 -0.592 0.608 0.0 0.0 -0.3 0.11
H -0.925 3.082 -0.122 0.0 0.3 -0.3 0.10
H -1.677 4.461 -2.365 -0.9 -0.2 0.1 0.10
H -0.951 -5.147 -0.138 -0.3 0.2 -0.2 0.14
H -4.072 0.363 -1.749 -0.1 -1.0 -1.3 0.07
H -3.312 5.102 -2.494 -0.3 0.0 0.2 0.08
H -5.005 0.560 2.255 -0.3 0.8 0.6 0.09
H 1.868 1.199 5.203 0.0 -0.1 -0.2 0.13
H -5.083 2.116 1.304 -1.0 0.5 0.1 0.07
```
Positions in Å, forces in eV/Å.

# 2
Computed, not measured: a structure of composition C24H26O5S2Y, with ωB97M-V with the def2-TZVPD basis set.

E = -2141.0902 a.u.
Net charge = -1
Maximum force = 0.9 eV/A
Energy relative to the best compared isomer or geometry (same formula, charge and spin) = 166.98 kcal/mol
Frontier orbital gap (alpha / beta) = 4.131 / 4.129 eV

XYZ file:
```
58
Properties=species:S:1:pos:R:3:forces:R:3:lowdin_charge:R:1
Y -0.581 1.792 -2.013 0.8 -0.1 -0.3 1.24
S -0.271 -1.642 -1.887 -0.8 0.1 -0.1 1.01
S 2.598 -0.982 -1.232 -0.2 0.1 -0.2 0.43
O 1.811 0.248 -1.420 0.0 0.0 -0.1 -0.50
O 3.958 -0.914 -1.686 0.2 0.1 0.0 -0.29
O 1.877 -2.169 -1.749 0.2 -0.1 0.1 -0.49
O -4.052 -1.974 -1.882 -0.1 0.1 0.0 0.09
O -1.956 -1.160 -1.962 -0.2 -0.2 0.1 -0.39
C 1.800 -2.119 1.149 0.1 0.1 0.0 -0.05
C -2.861 -2.152 -1.903 0.2 -0.3 0.0 -0.54
C -2.754 -4.699 -1.827 0.0 -0.1 0.0 -0.02
C 2.722 -1.605 4.800 0.0 0.0 -0.1 -0.06
C 1.826 -2.232 2.532 0.0 0.0 0.0 -0.04
C 0.954 4.882 -0.940 0.0 0.1 0.1 -0.07
C -2.102 4.983 -1.895 -0.1 0.1 0.1 -0.08
C -2.150 -3.450 -1.865 -0.2 0.1 0.0 -0.16
C -3.629 2.549 -0.496 -0.1 0.0 0.1 -0.06
C 0.017 2.830 0.326 -0.1 -0.1 0.0 -0.32
C -1.957 -5.828 -1.788 0.0 0.0 0.0 -0.09
C 0.046 -4.453 -1.825 0.0 0.0 0.0 -0.07
C 2.643 -1.212 0.522 0.0 0.0 0.2 -0.27
C 3.518 -0.543 2.653 0.0 0.0 0.0 -0.04
C -1.495 3.975 -0.963 0.0 0.0 0.0 -0.37
C -2.175 2.897 -0.344 -0.2 -0.1 0.2 -0.37
C 1.304 2.396 0.971 -0.1 0.2 0.3 -0.03
C -0.772 -3.321 -1.862 0.4 0.0 0.0 -0.39
C 3.504 -0.421 1.273 -0.1 -0.1 0.0 -0.06
C -0.139 3.933 -0.545 0.0 -0.1 -0.1 -0.35
C -1.242 2.180 0.449 0.3 0.1 0.0 -0.34
C -1.490 0.931 1.249 0.0 0.1 0.1 -0.04
C -0.564 -5.694 -1.786 0.0 0.0 0.0 -0.08
C 2.683 -1.450 3.301 0.0 0.0 0.0 -0.28
H 1.873 4.351 -1.195 0.0 0.0 0.0 0.07
H -2.514 0.580 1.121 0.0 0.0 0.0 0.07
H 0.055 -6.583 -1.750 0.0 0.0 0.0 0.10
H 1.815 1.617 0.414 0.0 -0.1 -0.1 0.04
H -4.081 3.096 -1.323 0.0 0.0 0.0 0.06
H 4.155 0.282 0.768 0.0 0.0 0.0 0.12
H -0.820 0.116 0.957 0.0 0.0 0.0 0.06
H -4.198 2.792 0.408 0.0 0.0 0.0 0.08
H 1.162 -2.936 3.023 0.0 0.0 0.0 0.11
H 3.195 -0.744 5.272 0.0 0.0 0.0 0.07
H 1.131 -2.729 0.556 0.0 0.0 0.0 0.10
H -1.327 1.103 2.319 0.0 0.0 0.0 0.08
H 1.716 -1.712 5.209 0.0 0.0 0.0 0.08
H 1.993 3.239 1.066 0.0 0.0 0.0 0.08
H 3.288 -2.496 5.081 0.0 0.0 0.0 0.08
H 1.121 -4.345 -1.829 0.0 0.0 0.0 0.10
H 4.182 0.082 3.240 0.0 0.0 0.0 0.11
H -2.405 -6.813 -1.763 0.0 0.0 0.0 0.09
H -3.836 -4.759 -1.827 0.0 0.0 0.0 0.12
H 1.122 2.001 1.976 0.0 0.0 0.0 0.08
H -1.365 5.357 -2.606 0.0 0.0 0.0 0.05
H 1.193 5.582 -0.130 0.0 0.0 0.0 0.08
H 0.670 5.474 -1.809 0.0 0.0 0.0 0.06
H -2.510 5.846 -1.356 0.0 0.0 0.0 0.08
H -3.772 1.485 -0.696 0.0 0.0 0.0 0.07
H -2.913 4.545 -2.477 0.0 0.0 0.0 0.05
```
Positions in Å, forces in eV/Å.

- The lowest energy relative to the best compared isomer or geometry (same formula, charge and spin) belongs to which entry?
  C24H26N8OSSeSn